Entry w
{
  "formula": "C3H7NO2S",
  "method": "ωB97M-V/def2-TZVPD",
  "gap_ha": 0.365,
  "lumo_energy_ha": 0.030,
  "symbols": ["C", "C", "C", "N", "O", "O", "S", "H", "H", "H", "H", "H", "H", "H"],
  "xyz": [[1.526, -0.032, -0.238], [2.393, 1.141, 0.272], [-2.356, -1.309, -0.291], [0.318, -0.276, 0.050], [-1.295, 1.708, 0.013], [-1.981, -0.580, 0.837], [-0.906, 0.683, 0.939], [2.037, -0.750, -0.772], [2.698, 1.448, -0.787], [1.695, 1.817, 0.841], [3.108, 0.688, 0.988], [-2.439, -0.620, -1.257], [-3.288, -1.816, -0.066], [-1.509, -2.102, -0.531]]
}

Entry x
{
  "formula": "C3H7NO2S",
  "method": "ωB97M-V/def2-TZVPD",
  "gap_ha": 0.367,
  "smiles": "N[C@@H](CS)C(=O)O",
  "lumo_energy_ha": 0.023,
  "symbols": ["N", "C", "C", "S", "C", "O", "O", "H", "H", "H", "H", "H", "H", "H"],
  "xyz": [[-0.066, 1.750, -0.409], [-0.118, 0.322, -0.590], [0.834, -0.438, 0.374], [2.619, -0.260, 0.062], [-1.479, -0.114, -0.012], [-2.055, 0.526, 0.858], [-1.926, -1.382, -0.456], [-0.134, 1.985, 0.614], [0.827, 2.123, -0.607], [-0.008, 0.132, -1.740], [0.648, -1.513, 0.513], [0.714, -0.104, 1.348], [2.985, -1.479, 0.228], [-2.839, -1.547, -0.182]]
}

Most stable structure: entry x

Entry w
{
  "formula": "C16H32Br16",
  "method": "ωB97M-V/def2-TZVPD",
  "gap_ha": [0.327, 0.105],
  "lumo_energy_ha": [-0.110, -0.331],
  "total_charge": 1,
  "spin_multiplicity": 2,
  "s2": 0.76,
  "symbols": ["Br", "C", "C", "Br", "H", "H", "H", "H", "Br", "C", "C", "Br", "H", "H", "H", "H", "Br", "C", "C", "Br", "H", "H", "H", "H", "Br", "C", "C", "Br", "H", "H", "H", "H", "Br", "C", "C", "Br", "H", "H", "H", "H", "Br", "C", "C", "Br", "H", "H", "H", "H", "Br", "C", "C", "Br", "H", "H", "H", "H", "Br", "C", "C", "Br", "H", "H", "H", "H"],
  "xyz": [[-7.313, 1.030, -3.597], [-5.383, 1.251, -3.265], [-4.942, 0.325, -2.135], [-2.913, 0.302, -2.027], [-5.192, 2.295, -3.018], [-4.860, 1.101, -4.209], [-5.256, -0.680, -2.416], [-5.367, 0.509, -1.148], [-1.846, 0.440, 4.044], [-3.500, 1.004, 3.144], [-3.252, 1.986, 1.992], [-4.995, 2.730, 1.395], [-4.170, 1.417, 3.898], [-3.948, 0.073, 2.796], [-2.869, 1.431, 1.136], [-2.577, 2.816, 2.200], [2.880, -2.415, -1.104], [3.819, -4.108, -0.502], [5.163, -4.361, -1.259], [5.963, -6.115, -0.735], [3.130, -4.948, -0.590], [4.051, -3.976, 0.555], [5.790, -3.490, -1.064], [4.927, -4.296, -2.322], [0.938, 1.824, -2.267], [0.481, 0.747, -0.650], [1.232, 1.468, 0.499], [1.293, 0.425, 2.211], [0.870, -0.262, -0.786], [-0.604, 0.696, -0.559], [0.767, 2.430, 0.716], [2.264, 1.761, 0.308], [-2.168, -5.163, 3.913], [-1.791, -4.127, 2.251], [-1.772, -2.677, 2.659], [-1.658, -1.571, 0.952], [-2.523, -4.366, 1.480], [-0.769, -4.372, 1.963], [-0.878, -2.386, 3.211], [-2.597, -2.350, 3.292], [0.069, -2.751, -3.977], [-1.351, -2.808, -2.645], [-2.717, -3.240, -3.250], [-4.016, -3.129, -1.746], [-1.285, -1.846, -2.137], [-1.045, -3.390, -1.775], [-2.634, -4.279, -3.569], [-3.094, -2.560, -4.014], [0.050, 4.210, 2.928], [1.829, 4.676, 3.814], [2.834, 3.507, 3.943], [4.254, 3.968, 5.163], [1.497, 4.840, 4.839], [2.121, 5.618, 3.349], [3.256, 3.367, 2.948], [2.367, 2.631, 4.393], [4.918, 1.089, -1.190], [5.084, 3.119, -1.705], [4.264, 3.457, -2.947], [4.554, 2.117, -4.408], [6.131, 3.342, -1.911], [4.681, 3.766, -0.926], [4.593, 4.351, -3.475], [3.214, 3.543, -2.665]]
}

Entry x
{
  "formula": "C16H32Br16",
  "method": "ωB97M-V/def2-TZVPD",
  "gap_ha": [0.311, 0.092],
  "lumo_energy_ha": [-0.124, -0.343],
  "total_charge": 1,
  "spin_multiplicity": 2,
  "s2": 0.76,
  "symbols": ["Br", "C", "C", "Br", "H", "H", "H", "H", "Br", "C", "C", "Br", "H", "H", "H", "H", "Br", "C", "C", "Br", "H", "H", "H", "H", "Br", "C", "C", "Br", "H", "H", "H", "H", "Br", "C", "C", "Br", "H", "H", "H", "H", "Br", "C", "C", "Br", "H", "H", "H", "H", "Br", "C", "C", "Br", "H", "H", "H", "H", "Br", "C", "C", "Br", "H", "H", "H", "H"],
  "xyz": [[-1.508, 0.397, 0.799], [0.093, 1.440, 0.564], [1.271, 0.506, 0.044], [0.762, 0.028, -1.840], [0.236, 1.923, 1.531], [-0.069, 2.233, -0.167], [1.267, -0.372, 0.691], [2.255, 0.973, -0.001], [4.382, -4.766, -0.420], [2.496, -4.204, -0.568], [2.034, -3.650, 0.732], [0.147, -3.078, 0.762], [1.988, -5.109, -0.902], [2.395, -3.558, -1.440], [2.446, -2.683, 1.020], [2.150, -4.398, 1.516], [3.842, 2.934, -4.661], [1.990, 2.087, -4.492], [0.990, 3.018, -5.083], [-0.839, 2.628, -4.374], [1.829, 1.876, -3.435], [2.002, 1.195, -5.118], [1.007, 3.043, -6.173], [1.151, 3.998, -4.635], [1.340, 3.265, 6.751], [0.057, 3.976, 5.352], [-0.797, 2.890, 4.637], [-1.770, 3.640, 3.080], [0.785, 4.482, 4.718], [-0.502, 4.750, 5.878], [-1.524, 2.564, 5.380], [-0.308, 1.956, 4.360], [-3.521, -2.087, 5.125], [-3.480, -1.093, 3.364], [-4.640, -0.081, 3.476], [-4.164, 1.507, 4.610], [-3.632, -1.611, 2.417], [-2.580, -0.484, 3.274], [-5.570, -0.533, 3.821], [-4.904, 0.226, 2.464], [-4.124, -3.757, -0.408], [-3.440, -2.611, -1.927], [-4.016, -1.239, -1.840], [-3.197, -0.030, -3.209], [-3.673, -3.092, -2.877], [-2.351, -2.636, -1.894], [-3.593, -0.864, -0.908], [-5.095, -1.158, -1.713], [2.674, 2.423, 2.900], [4.244, 1.557, 3.729], [4.142, 0.078, 3.505], [4.244, -0.294, 1.541], [4.449, 1.879, 4.750], [5.143, 1.943, 3.249], [3.227, -0.352, 3.913], [4.983, -0.385, 4.021], [0.092, -0.057, -7.617], [-0.893, -1.114, -6.226], [0.170, -1.623, -5.181], [-0.671, -2.926, -3.918], [-1.265, -1.998, -6.743], [-1.707, -0.561, -5.758], [0.668, -0.769, -4.722], [0.884, -2.242, -5.724]]
}

Entry y
{
  "formula": "C16H32Br16",
  "method": "ωB97M-V/def2-TZVPD",
  "gap_ha": [0.316, 0.118],
  "lumo_energy_ha": [-0.129, -0.327],
  "total_charge": 1,
  "spin_multiplicity": 2,
  "s2": 0.76,
  "symbols": ["Br", "C", "C", "Br", "H", "H", "H", "H", "Br", "C", "C", "Br", "H", "H", "H", "H", "Br", "C", "C", "Br", "H", "H", "H", "H", "Br", "C", "C", "Br", "H", "H", "H", "H", "Br", "C", "C", "Br", "H", "H", "H", "H", "Br", "C", "C", "Br", "H", "H", "H", "H", "Br", "C", "C", "Br", "H", "H", "H", "H", "Br", "C", "C", "Br", "H", "H", "H", "H"],
  "xyz": [[1.935, 0.617, -3.315], [2.886, 0.918, -5.027], [2.207, 0.357, -6.280], [3.222, 0.830, -7.949], [3.944, 0.698, -4.885], [2.938, 2.006, -5.075], [1.204, 0.772, -6.381], [2.201, -0.732, -6.318], [-1.464, 1.616, 0.079], [-0.617, -0.146, 0.568], [0.809, -0.220, 0.081], [1.742, -1.930, 0.585], [-1.232, -0.983, 0.238], [-0.687, -0.335, 1.639], [1.466, 0.561, 0.465], [0.855, -0.168, -1.006], [4.360, -4.346, -0.130], [4.223, -3.885, -1.994], [3.515, -2.556, -2.249], [4.060, -2.004, -4.090], [3.833, -4.717, -2.580], [5.294, -3.889, -2.199], [3.761, -1.714, -1.602], [2.431, -2.658, -2.213], [-5.317, 4.892, 1.011], [-3.310, 4.581, 1.037], [-2.521, 5.840, 1.026], [-0.731, 5.399, 1.697], [-2.884, 4.125, 0.143], [-3.102, 3.995, 1.932], [-2.962, 6.543, 1.733], [-2.443, 6.397, 0.093], [-1.420, -3.646, 1.116], [-3.426, -3.566, 1.048], [-3.987, -4.941, 1.482], [-5.963, -5.084, 1.470], [-3.684, -3.362, 0.009], [-3.683, -2.761, 1.738], [-3.643, -5.046, 2.511], [-3.590, -5.765, 0.889], [2.101, -3.644, 4.299], [0.235, -3.203, 4.683], [0.029, -1.800, 4.110], [-1.914, -1.657, 4.054], [0.126, -3.294, 5.764], [-0.322, -3.977, 4.155], [0.409, -1.655, 3.099], [0.433, -0.991, 4.719], [3.132, 4.519, 6.220], [2.686, 3.356, 4.690], [1.213, 3.279, 4.481], [0.922, 2.199, 2.822], [2.967, 2.319, 4.873], [3.255, 3.864, 3.911], [0.881, 4.235, 4.077], [0.671, 2.943, 5.365], [-2.707, -0.626, -2.134], [-2.227, 0.242, -3.897], [-2.007, 1.753, -3.789], [-1.567, 2.638, -5.492], [-3.018, -0.061, -4.583], [-1.343, -0.347, -4.139], [-1.230, 1.972, -3.056], [-2.945, 2.244, -3.529]]
}

Most stable structure: entry y